Density functional theory data (ωB97M-V with the def2-TZVPD basis set) for a cluster of 8 separate species, C6H28O8 in total in a non-equilibrium geometry.

XYZ file:
```
42
Properties=species:S:1:pos:R:3:forces:R:3:mulliken_spin:R:1
O -2.6884 -0.2517 2.9599 0.03 -0.35 -0.13 0.00
H -2.4990 0.1209 3.8210 -0.04 0.10 0.29 0.00
H -2.2226 0.3153 2.3453 0.08 0.35 -0.25 0.00
O -2.5966 -2.7733 -0.4297 -0.09 0.17 -0.33 0.02
H -1.9378 -3.4675 -0.4125 0.06 -0.43 0.09 0.00
H -2.0899 -1.9613 -0.4140 -0.17 0.15 0.32 0.00
O -3.8397 0.6808 -1.1562 0.51 0.15 -0.13 0.00
H -4.6931 0.6626 -0.7231 -0.34 0.10 0.29 0.00
H -3.8676 -0.0511 -1.7725 -0.14 -0.30 -0.20 0.00
O -1.1027 3.8118 1.7099 -0.07 0.15 0.24 0.00
H -0.2509 4.1467 1.4297 0.17 0.23 -0.03 0.00
H -1.2084 2.9916 1.2279 -0.01 -0.30 -0.14 0.00
O -2.1676 2.5691 -2.8644 0.57 -0.06 0.11 0.00
H -2.0474 1.9948 -3.6207 -0.08 0.04 -0.39 0.00
H -2.8108 2.1162 -2.3190 -0.52 -0.05 0.24 0.00
O -1.4524 1.2554 0.3786 0.36 0.21 0.43 0.04
H -1.0262 0.4720 0.0308 -0.32 0.40 0.44 -0.01
H -2.2550 1.3405 -0.1362 -0.77 0.01 -0.26 0.00
C 4.3190 -0.9047 1.4146 -1.69 0.44 0.42 0.00
C 2.8400 -0.7222 1.9115 1.10 0.52 -0.64 0.00
C 2.1291 0.6368 1.7012 0.57 -0.69 -0.08 0.00
O 2.0385 -1.7168 1.2841 -1.07 -0.49 -0.90 0.00
H 4.5182 -1.9758 1.3779 0.15 0.11 0.20 0.00
H 4.9531 -0.3984 2.1424 0.26 -0.08 -0.31 0.00
H 4.4449 -0.4993 0.4107 0.11 0.14 0.07 0.00
H 2.8179 -0.9818 2.9699 0.16 0.32 0.17 0.00
H 1.0541 0.4709 1.6316 -0.31 -0.04 1.23 0.00
H 2.2209 1.0859 0.7122 1.24 0.20 0.13 0.00
H 2.4556 1.2699 2.5262 -0.51 0.52 -0.38 0.00
H 1.3498 -1.8198 1.9449 -0.44 -0.67 -0.03 0.00
C 0.8715 0.5330 -1.5578 1.34 1.44 0.06 0.15
C -0.1072 -0.6297 -1.6421 -1.02 -0.81 0.45 0.01
C 0.4376 -1.8622 -2.3272 0.67 -0.78 -0.99 0.11
O -0.2391 -0.9897 -0.2897 -1.51 0.21 -1.07 0.64
H 0.7849 1.0503 -2.5133 0.29 -0.22 -0.40 0.04
H 1.8739 0.2178 -1.2680 0.10 -0.43 -0.74 0.00
H 0.7028 1.3417 -0.8467 -0.97 -0.29 0.15 -0.01
H -1.0858 -0.3778 -2.0509 0.02 0.31 0.32 0.00
H -0.3107 -2.6350 -2.5034 -0.40 0.33 0.24 0.00
H 1.2336 -2.3594 -1.7730 0.31 0.30 -0.03 0.00
H 0.7940 -1.5389 -3.3053 0.27 0.00 0.01 0.01
H 0.6601 -1.1678 -0.0046 2.14 -0.88 1.53 -0.01
```
Positions in Å, forces in eV/Å.

Summary:
energy: -23045.3978 eV
gap between HOMO and LUMO (alpha / beta): 0.3839 / 0.1235 hartree
net charge: +1
LUMO energy (alpha / beta): -3.028 / -10.102 eV
E_HOMO (alpha / beta): -13.473 / -13.463 eV
strongest force on any atom: 0.054 hartree/bohr
energy above the lowest of the compared OMol25 structures with the same formula, charge and spin: 37.17 kcal per mole
2S+1: 2
expectation value of S²: 0.754


Density functional theory data (ωB97M-V with the def2-TZVPD basis set) for a cluster of 9 separate species, C6H29NO9 in total in a non-equilibrium geometry.

XYZ file:
```
45
Properties=species:S:1:pos:R:3:forces:R:3:mulliken_charge:R:1
C -2.1944 -0.1860 -1.7507 -1.01 4.84 -1.44 -1.47
C -1.9786 -0.2781 -0.2833 0.88 0.49 0.54 0.30
C -2.6085 0.3741 0.7094 0.01 -0.56 -0.03 -0.29
N -3.7398 1.1374 0.5132 -0.91 1.66 0.79 -0.48
C -0.8279 -1.1853 0.0824 -2.96 -0.15 -0.25 -0.92
C 0.5327 -0.6315 -0.0712 -0.02 -0.09 -1.41 2.77
C 1.4208 -1.8239 -0.3773 1.24 -1.17 -0.62 -0.77
O 2.6612 -1.6502 0.2640 1.14 0.25 1.87 -0.63
H -2.8280 0.8644 -2.0675 1.33 -2.91 0.97 0.24
H -1.2825 -0.0071 -2.3855 -0.31 -0.43 1.02 0.20
H -2.6998 -1.0005 -2.1846 -0.86 -1.12 -0.47 0.40
H -2.2082 0.3602 1.7611 -0.60 -0.24 -1.36 0.35
H -4.4361 0.9832 -0.1706 0.09 -0.75 -1.15 0.16
H -4.2174 1.6616 1.2317 0.80 -0.32 0.51 0.20
H -1.0932 -1.4416 1.1151 0.80 -0.69 -0.14 0.33
H -1.0025 -2.0564 -0.6156 0.55 0.41 1.02 0.30
H 0.6142 0.1796 -0.8312 -0.26 -1.57 -0.46 -1.72
H 0.8274 0.0125 0.7362 0.38 -0.67 1.26 0.46
H 1.7047 -1.9067 -1.4355 -0.32 0.54 0.09 -0.06
H 1.0615 -2.9327 -0.2693 -0.17 2.10 0.69 0.30
H 2.5284 -1.3920 1.2200 0.05 -0.56 -1.60 0.40
O 3.1795 0.5129 -1.6776 1.57 -1.80 -1.47 -0.71
H 3.4987 -0.2870 -1.2295 0.02 -0.43 -0.54 0.34
H 2.9149 0.9523 -0.9240 -1.20 2.35 2.49 0.30
O 0.7585 2.3339 -0.1124 -0.59 0.18 -0.86 -0.76
H 0.3679 1.7775 -0.8346 0.39 1.00 0.77 0.24
H 0.2048 3.1646 -0.0659 0.71 -0.73 -0.31 0.38
O -0.8732 4.3280 0.6575 0.17 0.76 -0.71 -0.71
H -1.3738 3.6095 1.0168 -0.93 0.10 0.07 0.37
H -0.3775 4.6454 1.4102 0.28 0.29 0.38 0.36
O 0.7201 -3.5274 2.7056 0.19 -2.27 1.20 -0.63
H 0.5462 -2.6514 2.9728 -0.34 1.74 -0.28 0.30
H 0.9255 -3.6780 1.7978 0.06 0.68 -0.85 0.31
O -0.2458 -0.4102 3.9461 0.78 -0.42 0.46 -0.57
H 0.4127 -0.1780 4.6441 -1.33 0.09 -0.78 0.29
H -1.0507 0.1270 4.0003 0.77 0.11 0.27 0.28
O 1.1791 0.9336 -3.2458 -1.09 0.02 -0.44 -0.62
H 2.0306 0.8030 -2.7654 -0.11 -0.22 -1.09 0.42
H 1.1610 0.8629 -4.2225 0.77 0.07 1.20 0.26
O 1.1446 -2.8709 -3.6566 -2.56 -1.92 -0.76 -0.65
H 1.3825 -1.9842 -3.4853 0.09 1.72 0.18 0.34
H 0.1461 -2.8901 -3.8467 2.42 0.31 0.49 0.32
O -0.5923 1.8736 2.1811 4.79 -1.02 -0.33 -0.53
H 0.3005 1.8527 1.5226 -3.02 -0.14 2.25 0.48
H -1.0875 2.3710 1.5885 -1.73 0.49 -1.18 0.10
```
Positions in Å, forces in eV/Å.

Summary:
energy: -26606.9657 eV
gap between HOMO and LUMO: 0.2925 hartree
LUMO energy: 0.215 eV
E_HOMO: -7.745 eV
strongest force on any atom: 0.100 hartree/bohr
energy above the lowest of the compared OMol25 structures with the same formula, charge and spin: 134.15 kcal per mole
SMILES: C/C(=C\N)CCCO.O.O.O.O.O.O.O.O


Density functional theory data (ωB97M-V with the def2-TZVPD basis set) for a cluster of 10 separate species, C6H29NO9 in total in a non-equilibrium geometry.

XYZ file:
```
45
Properties=species:S:1:pos:R:3:forces:R:3:mulliken_spin:R:1
C -0.2188 1.0201 1.3258 -2.35 0.65 0.85 0.00
N 0.1495 1.3034 -0.0865 3.37 0.68 3.21 0.28
C 1.3358 2.0729 -0.2303 -1.77 -3.19 -0.23 0.18
C 2.1941 2.5910 0.7689 -1.37 0.54 -1.34 0.36
C 2.1935 2.4896 2.2156 0.14 -1.30 0.80 0.03
C 1.5196 2.8451 -2.5926 0.96 -0.28 0.97 0.02
C 1.7311 1.9122 -1.6512 -0.28 2.23 -0.74 0.01
H -0.1469 1.8738 2.0016 0.70 0.12 -0.67 0.00
H 0.2934 0.1793 1.7601 0.54 -0.42 -0.17 0.01
H -1.3007 0.8631 1.5244 0.38 -0.45 -1.22 0.00
H 0.2132 0.4320 -0.6213 -0.89 0.34 -0.62 0.00
H 2.8572 3.2715 0.2842 0.93 0.28 0.01 0.01
H 2.1557 1.4176 2.6004 0.10 1.39 -0.44 0.03
H 1.3373 2.9993 2.6086 -0.93 0.17 0.26 0.05
H 2.9884 3.0574 2.6562 0.86 -0.14 0.02 0.00
H 1.6616 2.5554 -3.6234 0.03 0.31 -0.11 0.00
H 1.3566 3.8939 -2.3126 -0.34 -0.48 -0.37 0.00
H 2.0335 0.9371 -1.9384 0.08 -0.97 -0.19 0.01
H 2.3316 -1.0396 -0.4965 0.33 0.02 0.10 0.00
H 3.4204 -1.6852 -1.4298 -0.05 0.14 0.22 0.00
O 2.5523 -1.8057 -1.0279 -0.27 -0.32 -0.26 0.00
H -3.8328 -1.4505 -1.6407 -0.65 0.29 0.47 0.00
H -4.0738 -2.0163 -0.1005 -0.45 0.71 -0.32 0.00
O -3.6129 -2.0640 -0.9397 1.24 -1.04 -0.07 0.00
H -0.5628 -2.7632 0.1967 -0.20 0.09 0.24 0.00
H -1.8130 -2.0912 -0.4207 0.65 0.08 -0.12 0.00
O -0.8217 -2.0906 -0.4359 0.04 0.46 -0.99 0.00
H -2.0061 -3.5598 -2.0721 -0.05 0.16 -0.10 0.00
H -0.8135 -3.0155 -2.8572 -0.06 0.05 0.15 0.00
O -1.6753 -3.4270 -2.9673 0.01 -0.18 -0.18 0.00
H -0.2659 3.3997 -0.9810 -0.33 -0.11 -0.60 0.00
H -1.4226 4.4280 -1.1632 0.15 0.02 -0.25 0.00
O -0.6787 4.1743 -0.6074 -0.15 0.34 0.62 0.00
H 0.5821 -3.7790 3.0144 0.21 -0.41 -0.55 0.00
H 0.8351 -3.4593 1.3896 -0.09 -0.75 1.68 0.00
O 0.6152 -3.1277 2.3122 -0.03 1.41 -0.20 0.00
H 0.3207 -4.3211 -0.4723 0.35 -0.35 0.23 0.00
H 1.6116 -3.5492 -0.4288 0.35 -0.01 0.00 0.00
O 1.1141 -4.2080 0.0828 -0.31 0.09 -1.26 0.00
H -2.1254 -2.4517 2.5914 -0.07 0.04 -0.84 0.00
H -1.2263 -1.6572 1.6820 0.12 -0.15 -0.08 0.00
O -2.0268 -2.1882 1.6512 -0.85 -0.02 1.92 0.00
H -3.4877 3.0872 0.4851 -0.19 -0.27 0.08 0.00
H -2.2429 2.6580 -0.2178 0.01 -0.12 0.07 0.00
O -3.0491 2.2879 0.1636 0.16 0.37 -0.01 0.00
```
Positions in Å, forces in eV/Å.

Summary:
energy: -26600.1471 eV
gap between HOMO and LUMO (alpha / beta): 0.3343 / 0.2129 hartree
net charge: +1
LUMO energy (alpha / beta): -3.966 / -7.269 eV
E_HOMO (alpha / beta): -13.063 / -13.063 eV
strongest force on any atom: 0.091 hartree/bohr
energy above the lowest of the compared OMol25 structures with the same formula, charge and spin: 38.07 kcal per mole
2S+1: 2
expectation value of S²: 0.763


Density functional theory data (ωB97M-V with the def2-TZVPD basis set) for an isolated molecule of C6H2BrCl2FOS in a non-equilibrium geometry.

XYZ file:
```
14
Properties=species:S:1:pos:R:3:forces:R:3:mulliken_charge:R:1
C 0.4734 1.7706 0.5929 1.75 1.10 0.35 -0.03
C -0.8427 1.4594 0.1689 -2.15 -1.59 -0.94 0.90
C -1.2389 0.2439 -0.3109 0.27 1.38 0.48 -0.21
C -0.3759 -0.8175 -0.7252 2.01 -2.16 -0.37 0.22
C 1.4330 0.9369 0.8793 -0.45 -0.38 0.30 -0.30
C -0.4602 -2.1470 -0.5138 0.67 -0.83 -1.66 -0.28
O 3.4450 -0.4960 0.4533 1.31 -0.78 -0.99 -0.48
F 0.6762 -0.4415 -1.5428 -0.98 -0.08 0.41 -0.26
S 2.5453 0.0058 1.4611 -0.66 0.26 0.91 0.12
Cl -2.0667 2.6655 0.2583 0.38 0.52 0.31 -0.20
Cl -1.5217 -2.9294 0.5977 0.12 0.40 -0.20 -0.13
Br -2.9911 -0.1402 -0.7879 -0.83 0.20 -0.03 -0.03
H 0.8438 2.7952 0.6835 -0.79 0.17 -0.20 0.35
H 0.0806 -2.9056 -1.2144 -0.64 1.78 1.64 0.33
```
Positions in Å, forces in eV/Å.

Summary:
energy: -116937.5541 eV
gap between HOMO and LUMO: 0.2884 hartree
LUMO energy: -1.385 eV
E_HOMO: -9.233 eV
strongest force on any atom: 0.058 hartree/bohr
energy above the lowest of the compared OMol25 structures with the same formula, charge and spin: 44.32 kcal per mole


Density functional theory data (ωB97M-V with the def2-TZVPD basis set) for a cluster of 8 separate species, C6H30N2O7 in total in a non-equilibrium geometry.

XYZ file:
```
45
Properties=species:S:1:pos:R:3:forces:R:3:mulliken_spin:R:1
C -0.4323 -2.8628 -1.2701 1.44 1.97 -0.76 0.01
N -0.5721 -1.4513 -1.9321 1.17 0.49 0.39 0.10
C -0.7900 -1.6812 -3.3513 -1.07 -2.51 -0.44 0.01
C 1.8714 -0.7160 -2.4588 1.62 0.21 -1.36 0.04
C 0.6040 -0.5654 -1.6256 0.64 -1.63 0.43 0.08
C 0.3074 0.9855 -1.5413 4.09 0.10 -0.66 0.06
N 1.1790 1.6314 -0.5191 -1.87 -1.04 -5.82 0.68
C 2.1608 2.4848 -1.0299 -0.97 4.05 4.64 -0.01
H -0.1624 -2.6131 -0.2467 -0.51 -0.63 0.21 0.00
H -1.1854 -3.6608 -1.4650 -0.02 1.40 0.24 0.00
H 0.4931 -3.2173 -1.7233 0.15 -0.55 0.08 0.00
H -1.7390 -2.2503 -3.4346 0.44 0.10 0.24 0.00
H -0.0365 -2.3738 -3.7589 0.09 0.11 0.07 0.01
H -0.9564 -0.9721 -4.1313 0.33 1.73 0.31 0.00
H 1.7246 -0.8960 -3.5525 0.07 0.97 0.67 0.00
H 2.6800 0.1401 -2.2151 -1.94 -2.11 -0.77 0.00
H 2.2891 -1.6775 -2.1478 0.38 0.19 0.13 0.00
H 1.1531 -0.8763 -0.7191 -1.63 0.08 0.58 -0.02
H -0.6360 1.0100 -1.2269 -4.13 0.50 1.16 0.01
H 0.5057 1.4086 -2.5735 -0.37 -0.08 1.50 -0.01
H 1.1516 1.3386 0.3924 -0.05 -0.80 2.89 -0.04
H 2.9956 2.0607 -1.4379 2.74 -1.36 -0.18 0.04
H 2.2475 3.3533 -0.2073 1.04 -2.18 -1.42 0.02
H 1.8056 3.0915 -1.7793 -1.53 0.95 -2.20 0.02
H -4.0272 2.4828 1.3982 -0.33 0.67 -0.07 0.00
H -2.8596 1.8239 2.1533 -0.38 -0.09 -0.24 0.00
O -3.5997 1.6480 1.5480 0.61 0.07 0.07 0.00
H 2.4295 -1.3676 1.1368 -0.91 1.26 1.40 0.00
H 3.2823 -2.1776 0.4831 1.71 -1.22 -0.83 0.00
O 2.3498 -2.0948 0.5463 -0.58 -0.05 -0.37 0.00
H 2.0082 1.2995 3.7103 -1.09 0.85 0.86 0.00
H 1.5364 0.1479 2.7807 -1.83 -0.38 0.07 0.00
O 2.2559 0.5915 3.1575 3.52 -0.47 -1.26 0.00
H -0.2860 -0.5177 3.6613 0.15 -1.49 -0.53 0.00
H -0.8604 0.4696 4.5080 -0.20 0.63 0.23 0.00
O -0.2149 0.4135 3.7984 -0.76 0.66 0.41 0.00
H -0.4898 3.3355 -2.4486 -0.01 1.53 0.40 0.00
H -0.4464 4.4823 -1.3218 0.11 -0.48 -1.87 0.00
O -0.2847 4.2947 -2.2959 -0.24 -0.96 1.47 0.00
H -3.9248 -0.0182 2.4793 -0.97 1.04 0.46 0.00
H -3.2321 -0.8206 1.5327 0.16 -0.51 -1.00 0.00
O -3.2468 -0.6691 2.4653 0.77 -1.03 0.73 0.00
H -1.1871 -1.5502 1.7514 -0.40 -0.54 -0.30 0.00
H -1.0945 -3.1412 1.7283 -0.44 -1.33 -1.42 0.00
O -0.9790 -2.3643 2.2173 0.98 1.92 1.87 0.00
```
Positions in Å, forces in eV/Å.

Summary:
energy: -24009.4493 eV
gap between HOMO and LUMO (alpha / beta): 0.3626 / 0.1782 hartree
net charge: +1
LUMO energy (alpha / beta): -2.865 / -7.371 eV
E_HOMO (alpha / beta): -12.733 / -12.219 eV
strongest force on any atom: 0.121 hartree/bohr
energy above the lowest of the compared OMol25 structures with the same formula, charge and spin: 36.46 kcal per mole
2S+1: 2
expectation value of S²: 0.756